Record 1
The following is a DFT calculation (ωB97M-V/def2-TZVPD) of C34H43BrCuN4Si as an isolated structure at a distorted geometry.

```
84
Properties=species:S:1:pos:R:3
Cu 0.640 0.180 0.620
C 5.582 -2.344 -0.647
C 4.954 -1.348 0.300
C 5.674 -0.740 1.293
C 5.030 0.110 2.173
C 3.676 0.282 2.047
Br 2.795 1.371 3.298
N 2.948 -0.224 1.071
C 3.596 -1.015 0.192
H 6.601 -2.560 -0.328
H 5.598 -1.959 -1.668
H 5.037 -3.303 -0.663
H 6.742 -0.950 1.442
H 5.547 0.607 2.974
H 2.978 -1.466 -0.567
N -5.469 -7.924 -0.283
C -4.757 -7.034 -0.146
C -3.833 -5.948 0.025
C -4.296 -4.660 0.312
C -3.394 -3.631 0.473
C -2.038 -3.834 0.291
C -1.570 -5.116 0.028
C -2.467 -6.153 -0.148
C -1.100 -2.682 0.415
C -0.431 -2.307 -0.752
C -0.493 -2.978 -1.995
C 0.406 -2.350 -2.826
C 0.927 -1.266 -2.079
N 0.448 -1.248 -0.836
C -1.035 -2.133 1.685
C -1.477 -2.804 2.840
C -1.034 -2.073 3.912
C -0.350 -0.983 3.376
N -0.326 -0.979 2.060
H -5.360 -4.427 0.427
H -3.739 -2.645 0.741
H -0.523 -5.288 -0.110
H -2.114 -7.165 -0.349
H -1.083 -3.844 -2.238
H 0.610 -2.584 -3.862
H 1.646 -0.530 -2.412
H -2.023 -3.741 2.882
H -1.152 -2.287 4.946
H 0.133 -0.179 3.944
C -2.415 3.018 -2.012
C -1.485 1.831 -1.780
C -2.339 0.595 -1.517
C -0.821 1.554 -3.120
Si -0.272 2.170 -0.330
C 1.254 3.189 -0.924
C 0.912 4.380 -1.784
C 2.044 3.732 0.263
C 2.205 2.290 -1.686
C -1.182 3.022 1.164
C -0.391 2.854 2.480
C -2.513 2.297 1.440
C -1.472 4.511 1.000
H -2.989 2.848 -2.919
H -1.902 3.961 -2.125
H -3.110 3.100 -1.187
H -3.107 0.516 -2.289
H -2.866 0.619 -0.543
H -1.723 -0.324 -1.559
H -1.618 1.401 -3.858
H -0.191 0.660 -3.109
H -0.266 2.406 -3.494
H 0.179 5.046 -1.320
H 0.458 4.074 -2.748
H 1.787 4.990 -1.984
H 1.465 4.483 0.804
H 2.941 4.206 -0.119
H 2.356 2.935 0.916
H 1.728 1.868 -2.563
H 2.581 1.501 -1.019
H 3.061 2.871 -2.016
H -0.187 1.815 2.686
H -0.975 3.229 3.323
H 0.531 3.380 2.469
H -2.339 1.235 1.613
H -3.257 2.454 0.684
H -2.923 2.723 2.368
H -0.568 5.102 0.947
H -2.031 4.884 1.870
H -2.063 4.724 0.119
```

Properties
Largest force on an atom = 1.56 eV Å⁻¹
ΔE to the lowest compared entry with this formula, charge and spin = 0.000 eV
Energy = -164475.8196 eV
Gap between HOMO and LUMO (spin up / spin down) = 6.76 / 6.53 eV
Multiplicity = 2
HOMO (spin up / spin down) = -0.2713 / -0.2773 Ha

These are the Löwdin partial charges, in e, on atoms 1 to 8: Cu 0.31; C -0.04; C -0.24; C -0.02; C -0.10; C -0.74; Br 0.85; N 0.03


Record 2
The following is a DFT calculation (ωB97M-V/def2-TZVPD) of a 2-piece molecular cluster, C2H6N4O overall at a distorted geometry.

```
13
Properties=species:S:1:pos:R:3
C 0.161 -1.515 0.492
C 0.266 0.655 -0.464
H -1.247 0.365 2.296
H -2.274 0.788 1.023
H 0.015 -2.030 1.650
H 0.661 -3.293 -0.588
H -0.283 2.134 0.652
H 1.111 2.751 0.101
N -1.189 0.620 1.346
N -0.236 -0.081 0.500
N 0.244 -2.188 -0.705
N -0.193 2.023 -0.480
O 1.134 0.229 -1.242
```

Properties
Largest force on an atom = 7.50 eV Å⁻¹
ΔE to the lowest compared entry with this formula, charge and spin = 7.958 eV
Energy = -10172.1037 eV
Gap between HOMO and LUMO = 8.79 eV
HOMO = -0.3354 Ha

These are the natural (NBO) partial charges, in e, on atoms 1 to 8: C 0.24; C 0.71; H 0.38; H 0.39; H 0.18; H 0.36; H 0.39; H 0.29


Record 3
The following is a DFT calculation (ωB97M-V/def2-TZVPD) of H27O13 as an isolated structure at a distorted geometry.

```
40
Properties=species:S:1:pos:R:3
O 2.980 0.485 -0.118
H -3.054 0.799 0.813
H -0.842 -2.322 0.948
O -0.657 -1.575 1.448
H 0.723 0.384 -2.414
H -0.256 0.220 0.308
O -2.420 -2.086 -2.514
H 1.969 0.965 -2.323
O 0.372 0.386 -0.354
H 1.039 -2.780 -0.492
H 1.178 -0.007 -0.190
O -3.373 -1.377 0.182
H 2.802 0.291 0.809
H 0.763 2.130 -2.173
O 2.001 0.390 2.810
H 0.261 -1.994 -1.378
H 1.231 -0.068 3.042
O -1.075 1.018 4.227
H -2.880 1.006 2.282
H -1.107 0.196 3.770
O 2.542 -2.055 -2.566
H 2.015 -2.672 -2.130
H -3.434 -1.385 -0.762
O 0.418 -2.872 -1.172
H 2.581 0.491 3.516
H -1.540 -1.068 1.388
O -0.160 2.967 -1.946
H 0.255 3.793 -2.038
H -0.466 3.140 -0.972
O 1.184 1.143 -2.789
H 3.329 -2.022 -2.071
H 3.529 1.296 -0.092
O 0.296 3.180 0.857
H -3.131 -2.319 0.274
H -0.218 1.268 4.133
O -2.394 0.723 1.504
H -2.048 -2.936 -2.509
H -0.538 2.610 0.840
H 1.007 2.601 1.216
H -2.880 -1.945 -3.366
```

Properties
Largest force on an atom = 4.50 eV Å⁻¹
ΔE to the lowest compared entry with this formula, charge and spin = 1.571 eV
Energy = -27034.3209 eV
Total charge = +2
Gap between HOMO and LUMO (spin up / spin down) = 11.86 / 2.76 eV
Multiplicity = 2
HOMO (spin up / spin down) = -0.6664 / -0.6290 Ha

These are the natural (NBO) partial charges, in e, on atoms 1 to 8: O -1.00; H 0.50; H 0.49; O -0.70; H 0.52; H 0.49; O -0.99; H 0.51


Record 4
The following is a DFT calculation (ωB97M-V/def2-TZVPD) of an isolated ion of composition C6H8NS2 and charge +1 at a distorted geometry.

```
17
Properties=species:S:1:pos:R:3
C 1.168 0.869 -0.832
C -0.193 1.137 -0.422
C 2.093 -0.359 -0.508
C 2.029 -1.745 0.043
C 1.062 -2.350 0.678
C -1.034 0.277 0.052
N -2.426 0.643 0.461
S 2.294 1.059 0.664
S -0.594 -1.432 0.867
H 1.552 1.395 -1.747
H -0.630 2.251 -0.624
H 2.852 -0.360 -1.275
H 2.926 -2.331 -0.174
H 1.145 -3.305 1.196
H -2.602 0.014 1.254
H -3.064 0.212 -0.353
H -2.539 1.559 0.699
```

Properties
Largest force on an atom = 7.28 eV Å⁻¹
SMILES string = [NH3+]C1=C[C@H]2S[C@H]2C=CS1
ΔE to the lowest compared entry with this formula, charge and spin = 3.154 eV
Energy = -29501.4273 eV
Total charge = +1
Gap between HOMO and LUMO = 8.36 eV
HOMO = -0.4493 Ha

These are the natural (NBO) partial charges, in e, on atoms 1 to 8: C -0.32; C -0.21; C -0.32; C -0.22; C -0.22; C 0.02; N -0.70; S 0.19


Record 5
The following is a DFT calculation (ωB97M-V/def2-TZVPD) of C13H23FeI2OP2Te as an isolated structure at a distorted geometry.

```
43
Properties=species:S:1:pos:R:3
I -1.651 0.661 -4.129
I -2.132 -1.243 -1.012
Fe -0.180 -0.147 0.016
P 1.384 -1.461 -0.895
C 1.213 -3.148 -0.156
C 1.064 -1.762 -2.679
H 1.827 -2.455 -3.060
H 3.694 -2.184 -1.394
H 1.112 -0.803 -3.208
H 3.517 -0.417 -1.501
H 0.196 -3.536 -0.319
H 0.054 -2.150 -2.847
C 3.222 -1.305 -0.924
H 1.955 -3.804 -0.647
H 3.613 -1.197 0.095
H 1.410 -3.113 0.926
P -1.208 1.752 0.578
C -2.405 1.366 1.931
C -0.544 3.356 1.184
H -1.675 2.582 -1.642
H -2.834 3.223 -0.407
H -2.982 1.562 -1.116
C -2.294 2.340 -0.773
H 0.124 3.788 0.427
H -1.362 4.072 1.365
H -2.960 2.296 2.145
H -1.866 1.034 2.831
H 0.028 3.230 2.111
H -3.098 0.574 1.613
C -0.719 -1.206 1.416
O -0.991 -1.839 2.360
Te 1.702 0.836 1.252
C 1.731 0.140 3.325
C 2.049 -1.188 3.631
C 2.030 -1.608 4.983
C 1.733 -0.700 6.012
C 1.483 0.639 5.690
C 1.492 1.072 4.354
H 2.302 -1.879 2.825
H 2.243 -2.644 5.229
H 1.720 -1.029 7.049
H 1.277 1.355 6.494
H 1.307 2.120 4.087
```

Properties
Largest force on an atom = 7.65 eV Å⁻¹
ΔE to the lowest compared entry with this formula, charge and spin = 0.000 eV
Energy = -92344.4276 eV
Total charge = +2
Gap between HOMO and LUMO (spin up / spin down) = 6.75 / 5.28 eV
Multiplicity = 6
HOMO (spin up / spin down) = -0.5600 / -0.5482 Ha

These are the natural (NBO) partial charges, in e, on atoms 1 to 8: I -0.02; I 0.04; Fe 0.25; P 0.97; C -0.94; C -0.94; H 0.27; H 0.28


Record 6
The following is a DFT calculation (ωB97M-V/def2-TZVPD) of a 2-piece molecular cluster, C5H10NOS overall at a distorted geometry.

```
18
Properties=species:S:1:pos:R:3
C 3.868 -1.318 0.531
C -0.622 -0.830 1.073
C -1.576 1.369 0.131
C -0.890 -0.361 -1.461
C -0.592 0.166 -0.058
N 2.805 -0.932 0.392
O 1.342 1.787 -0.863
S 0.990 1.036 0.290
H 4.887 -1.372 0.835
H 0.057 -1.658 0.810
H -0.487 -0.373 2.108
H -1.682 -1.341 1.106
H -2.486 1.014 0.553
H -1.481 1.857 -0.821
H -1.029 2.000 0.825
H -1.987 -0.153 -1.690
H -0.588 0.423 -2.055
H -0.530 -1.313 -1.707
```

Properties
Largest force on an atom = 3.32 eV Å⁻¹
ΔE to the lowest compared entry with this formula, charge and spin = 3.538 eV
Energy = -19709.3804 eV
Total charge = +1
Gap between HOMO and LUMO = 8.27 eV
HOMO = -0.5619 Ha

These are the natural (NBO) partial charges, in e, on atoms 1 to 8: C 0.22; C -0.68; C -0.58; C -0.62; C -0.23; N -0.42; O -0.67; S 1.54


Record 7
The following is a DFT calculation (ωB97M-V/def2-TZVPD) of a 2-piece molecular cluster, C7H13BCl4NO4S overall.

```
31
Properties=species:S:1:pos:R:3
C -2.188 0.964 3.803
C -1.061 0.005 3.472
O -1.506 -1.135 2.754
C 0.110 0.696 2.721
C 0.189 0.487 1.250
N 1.328 0.585 0.619
C 1.280 0.354 -0.829
C -0.109 0.842 -1.202
O -0.574 0.390 -2.399
B -0.700 1.229 -3.509
O 0.300 2.141 -3.784
O -1.778 1.000 -4.284
S -1.138 0.185 0.222
H -2.564 1.474 2.911
H -1.851 1.715 4.517
H -3.008 0.420 4.273
H -0.632 -0.362 4.406
H -2.419 -1.013 2.480
H 0.017 1.782 2.848
H 1.069 0.418 3.161
H 2.199 0.761 1.103
H 1.389 -0.709 -1.046
H 2.041 0.937 -1.345
H -0.161 1.930 -1.081
H 0.100 3.066 -3.635
H -1.777 1.517 -5.094
C 2.295 -3.947 -2.472
Cl 1.623 -5.490 -2.967
Cl 3.833 -3.663 -3.278
Cl 1.160 -2.644 -2.898
Cl 2.534 -3.932 -0.715
```

Properties
Largest force on an atom = 0.59 eV Å⁻¹
ΔE to the lowest compared entry with this formula, charge and spin = 0.000 eV
Energy = -78748.2480 eV
Total charge = +1
Gap between HOMO and LUMO = 9.67 eV
HOMO = -0.4952 Ha

These are the natural (NBO) partial charges, in e, on atoms 1 to 8: C -0.65; C 0.11; O -0.71; C -0.51; C 0.26; N -0.49; C -0.28; C 0.05


Record 8
The following is a DFT calculation (ωB97M-V/def2-TZVPD) of C20H37InNO3SSi as an isolated structure at a distorted geometry.

```
64
Properties=species:S:1:pos:R:3
C 0.229 3.193 -3.411
C 1.139 3.985 -2.715
C 0.865 3.875 -1.341
C -0.236 2.995 -1.179
C -0.643 2.579 -2.500
In 0.809 0.455 -1.840
C 3.521 1.603 -2.599
C 2.893 1.049 -3.736
C 3.178 1.110 -5.114
N 1.671 0.128 -3.848
H 1.364 4.432 -0.534
H 1.914 4.593 -3.166
H -0.746 2.735 -0.253
H -1.542 2.076 -2.745
H 0.201 3.050 -4.476
H 3.663 2.685 -2.426
H 0.617 0.547 -4.544
H 3.713 1.025 -1.670
H 3.985 1.512 -5.682
H 2.450 0.624 -5.783
C -1.650 2.563 2.815
C -0.776 1.301 2.812
C 0.682 1.694 3.072
C -1.245 0.282 3.853
O -0.854 0.713 1.474
Si 0.105 -0.485 0.850
S 1.991 0.200 0.509
O -0.142 -1.945 1.645
C 0.793 -3.032 2.041
C 2.004 -3.084 1.095
C 1.232 -2.843 3.507
C -0.081 -4.287 1.874
O -0.650 -0.821 -0.668
C -2.127 -1.191 -1.048
C -2.252 -1.291 -2.561
C -2.384 -2.536 -0.401
C -3.025 -0.081 -0.525
H -1.598 3.026 3.821
H -2.712 2.329 2.616
H -1.275 3.286 2.064
H 0.761 2.253 4.021
H 1.307 0.788 3.152
H 1.052 2.319 2.242
H -2.307 0.034 3.705
H -0.610 -0.619 3.794
H -1.153 0.706 4.867
H 2.651 -2.192 1.190
H 2.584 -3.986 1.370
H 1.664 -3.158 0.045
H 0.338 -2.853 4.159
H 1.859 -3.706 3.799
H 1.842 -1.927 3.635
H -1.000 -4.175 2.484
H -0.368 -4.360 0.803
H 0.486 -5.177 2.202
H -1.647 -2.083 -3.011
H -3.279 -1.537 -2.867
H -2.057 -0.335 -3.052
H -2.282 -2.475 0.682
H -3.388 -2.926 -0.625
H -1.696 -3.310 -0.756
H -2.978 -0.049 0.560
H -2.772 0.914 -0.890
H -4.091 -0.191 -0.791
```

Properties
Largest force on an atom = 5.09 eV Å⁻¹
ΔE to the lowest compared entry with this formula, charge and spin = 0.752 eV
Energy = -52859.9332 eV
Total charge = -1
Gap between HOMO and LUMO (spin up / spin down) = 4.64 / 4.65 eV
HOMO (spin up / spin down) = -0.0838 / -0.0840 Ha

These are the natural (NBO) partial charges, in e, on atoms 1 to 8: C -0.31; C -0.27; C -0.31; C -0.37; C -0.44; In 1.49; C -0.82; C 0.12